Entry from the OMol25 dataset: C37H32F4N4O2PPtSb2 as an isolated structure in a non-equilibrium geometry (ωB97M-V/def2-TZVPD).

Calculated values
LUMO energy in eV: -6.5
Charge: +1
Relative energy (zero: lowest compared OMol25 entry of this formula, charge and spin) in kJ/mol: 128.5
Spin multiplicity: 1
HOMO in eV: -10.5
Total energy in eV: -85414.315

Positions of all 83 atoms, in Å:
Pt1 0.466 0.136 -0.144
O1 2.931 1.748 -1.043
C1 3.249 0.884 -0.219
O2 2.634 0.650 0.872
C2 4.249 -0.175 -0.553
C3 5.556 0.002 -0.971
C4 6.353 -1.113 -1.176
C5 5.850 -2.387 -0.955
C6 4.532 -2.569 -0.568
C7 3.715 -1.457 -0.394
P1 1.971 -1.593 0.098
C8 2.100 -2.457 1.686
C9 3.137 -2.091 2.543
C10 3.305 -2.752 3.746
C11 2.459 -3.795 4.089
C12 1.434 -4.167 3.232
C13 1.240 -3.493 2.039
C14 1.157 -2.760 -1.053
C15 -0.237 -2.789 -0.935
C16 -1.004 -3.539 -1.804
C17 -0.390 -4.250 -2.825
C18 0.985 -4.208 -2.963
C19 1.761 -3.467 -2.084
H1 5.951 0.998 -1.096
H2 7.377 -0.994 -1.492
H3 6.497 -3.245 -1.066
H4 4.154 -3.562 -0.364
H5 3.801 -1.286 2.267
H6 4.099 -2.457 4.416
H7 2.596 -4.319 5.022
H8 0.784 -4.989 3.492
H9 0.431 -3.779 1.382
H10 -0.715 -2.214 -0.138
H11 -2.076 -3.562 -1.696
H12 -0.988 -4.819 -3.519
H13 1.463 -4.753 -3.762
H14 2.833 -3.444 -2.208
C20 1.439 0.436 3.888
Sb1 -0.053 0.672 2.377
C21 -1.767 0.039 3.508
C22 -0.200 2.801 2.379
H15 1.165 1.092 4.711
H16 2.409 0.713 3.492
H17 1.458 -0.592 4.231
H18 -1.986 0.823 4.223
H19 -1.520 -0.872 4.040
H20 -2.634 -0.125 2.881
H21 -0.656 3.117 3.313
H22 -0.798 3.150 1.542
H23 0.804 3.211 2.300
F1 -3.323 1.642 1.207
C23 -4.309 2.403 0.667
C24 -5.359 2.805 1.460
F2 -5.385 2.403 2.733
C25 -6.395 3.635 0.959
C26 -6.277 4.018 -0.400
C27 -5.241 3.579 -1.199
F3 -5.183 3.976 -2.471
C28 -4.219 2.756 -0.693
C29 -3.132 2.299 -1.507
C30 -2.033 1.703 -0.975
N1 -1.022 1.295 -0.555
C31 -3.064 2.427 -2.905
N2 -2.917 2.466 -4.043
F4 -7.186 4.828 -0.932
C32 -7.481 4.066 1.764
C33 -7.642 3.697 3.105
N3 -7.815 3.432 4.211
C34 -8.487 4.921 1.289
N4 -9.327 5.631 0.957
C35 0.924 2.634 -3.276
Sb2 1.114 0.609 -2.649
C36 2.837 -0.130 -3.666
C37 -0.406 -0.296 -3.864
H24 0.929 2.643 -4.361
H25 1.752 3.215 -2.885
H26 -0.021 3.042 -2.928
H27 2.663 0.004 -4.729
H28 2.970 -1.186 -3.450
H29 3.716 0.428 -3.364
H30 -0.381 0.158 -4.848
H31 -1.390 -0.133 -3.436
H32 -0.229 -1.362 -3.956